(1)
Entry from OMol25: an isolated ion of composition C4H10NO2 and charge +1 at a distorted geometry (the ωB97M-V functional and the def2-TZVPD basis).

Structure (XYZ):
```
17
Properties=species:S:1:pos:R:3:mulliken_charge:R:1
C -0.939 -0.776 -0.202 0.200
C -2.339 -0.288 -0.140 -1.150
C 1.675 -1.590 -0.076 -0.754
C 0.839 2.190 0.204 -0.570
N -0.015 0.090 -0.149 0.465
O 1.404 -0.271 -0.351 -0.274
O -0.291 1.281 0.303 -0.270
H -0.889 -1.825 -0.321 0.442
H -2.970 -1.001 0.533 0.332
H -2.864 -0.123 -1.004 0.342
H -2.500 0.691 0.422 0.327
H 1.693 -2.255 -0.970 0.302
H 1.102 -1.976 0.673 0.441
H 2.774 -1.418 0.303 0.267
H 0.644 3.001 0.931 0.276
H 0.973 2.568 -0.765 0.336
H 1.702 1.702 0.608 0.289
```

Computed properties:
lowest unoccupied orbital energy = -4.37 eV
Kohn-Sham gap = 0.3965 Eh
ΔE to the lowest compared entry with this formula, charge and spin = 153.6 kcal per mole
net charge = +1
SMILES = CC=[N+](OC)OC
molecular weight = 104.1 g mol⁻¹



(2)
Entry from OMol25: CH2KO3 as an isolated structure at a distorted geometry (the ωB97M-V functional and the def2-TZVPD basis).

Structure (XYZ):
```
7
Properties=species:S:1:pos:R:3:mulliken_charge:R:1
H 0.240 1.870 0.283 0.368
O -0.566 -0.700 0.119 -0.688
C 0.473 -0.013 0.195 0.711
O 1.535 -0.728 -0.026 -0.408
O 0.433 1.174 -0.362 -0.388
K -3.138 0.068 -0.051 1.007
H 1.023 -1.671 -0.159 0.398
```

Computed properties:
lowest unoccupied orbital energy = -4.19 eV
Kohn-Sham gap = 0.3981 Eh
ΔE to the lowest compared entry with this formula, charge and spin = 0.0 kcal per mole
net charge = +1
molecular weight = 101.1 g mol⁻¹



(3)
Entry from OMol25: one molecule with the formula C5H8O at a distorted geometry (the ωB97M-V functional and the def2-TZVPD basis).

Structure (XYZ):
```
14
Properties=species:S:1:pos:R:3:mulliken_charge:R:1
C -1.831 0.293 0.072 -0.431
C -0.771 -0.229 -0.885 -0.592
C -0.776 -0.558 0.613 -0.633
C 0.397 0.217 -0.101 1.137
C 1.719 -0.467 0.014 -1.536
O 0.584 1.606 -0.150 -0.542
H -1.879 1.304 0.258 0.147
H -2.886 0.044 -0.128 0.278
H -0.997 -0.832 -1.719 0.355
H -0.814 -1.447 1.198 0.372
H 2.098 -0.586 1.002 0.364
H 2.605 0.016 -0.532 0.323
H 1.770 -1.439 -0.262 0.468
H 0.781 2.078 0.623 0.292
```

Computed properties:
lowest unoccupied orbital energy = 1.07 eV
Kohn-Sham gap = 0.3866 Eh
ΔE to the lowest compared entry with this formula, charge and spin = 76.7 kcal per mole
SMILES = C[C@@]1(O)[C@@H]2C[C@@H]21
molecular weight = 84.1 g mol⁻¹



(4)
Entry from OMol25: one molecule with the formula C4H5NO2S at a distorted geometry (the ωB97M-V functional and the def2-TZVPD basis).

Structure (XYZ):
```
13
Properties=species:S:1:pos:R:3:mulliken_charge:R:1
C -1.087 0.221 -0.459 -0.036
C -1.063 0.568 1.038 -0.763
C 0.190 0.192 0.320 0.530
C 2.347 -0.679 -0.299 -0.183
H -2.491 -0.873 -0.954 0.316
H -1.176 1.046 -1.207 0.304
H -1.559 -0.155 1.737 0.243
H -1.281 1.590 1.290 0.258
H 3.147 -1.257 -0.688 0.439
N 2.361 0.558 -0.479 -0.288
O -1.564 -1.041 -0.855 -0.469
O 1.228 1.230 -0.003 -0.201
S 0.948 -1.398 0.559 -0.151
```

Computed properties:
lowest unoccupied orbital energy = 0.71 eV
Kohn-Sham gap = 0.3441 Eh
ΔE to the lowest compared entry with this formula, charge and spin = 99.1 kcal per mole
SMILES = O[C@H]1C[C@]12ON=CS2
molecular weight = 131.2 g mol⁻¹